{
  "formula": "C11H11NO2",
  "method": "wB97M-V/def2-TZVPD",
  "symbols": ["C", "C", "C", "C", "C", "C", "C", "C", "C", "C", "C", "N", "O", "O", "H", "H", "H", "H", "H", "H", "H", "H", "H", "H", "H"],
  "positions_angstrom": [[1.33396, 2.07809, 2.34988], [2.22935, 1.14523, 1.92364], [-0.01264, 2.05872, 2.02942], [1.73643, 0.13089, 1.10334], [-0.44366, 1.03751, 1.08140], [0.44086, 0.06779, 0.59459], [-1.93524, -0.95148, -2.26844], [0.66038, -0.97709, -1.71169], [-0.05140, -0.94527, -0.42487], [-0.81707, -0.31735, -1.59311], [-0.71716, -2.09632, 0.22882], [-0.70702, 1.16429, -1.57769], [-2.02154, -2.14370, -2.43090], [-1.66318, 1.78862, -1.92127], [1.70021, 2.98082, 2.83349], [3.23790, 1.43828, 2.16920], [-0.46989, 2.94283, 2.44915], [2.35522, -0.51416, 0.49603], [-1.39429, 0.97701, 0.59008], [-2.69607, -0.29075, -2.52894], [1.45903, -0.30852, -1.99242], [0.66093, -1.80943, -2.33988], [-1.54099, -2.60701, -0.50132], [-1.31966, -1.91828, 1.13044], [-0.02449, -2.93073, 0.31105]],
  "atomic_forces_ev_per_a": [[-0.7, 1.0, 0.4], [-0.4, -0.2, -0.5], [0.4, -1.7, -1.7], [0.8, -0.6, -1.8], [0.5, 1.1, 1.4], [-0.3, 1.7, 1.7], [1.1, -1.1, 1.0], [-1.6, 1.2, 0.3], [0.5, 1.2, 0.9], [1.9, 1.2, -0.5], [-2.6, -3.1, -2.1], [0.8, -0.6, -0.4], [-0.2, -0.4, -0.6], [-0.5, -0.2, -0.3], [0.0, -0.3, 0.3], [0.5, -1.1, -0.3], [-1.3, -0.4, -0.5], [0.9, -0.3, 0.7], [-0.8, 0.6, 0.6], [-1.7, 1.3, -0.8], [0.0, 0.5, 0.6], [-0.3, -1.6, -0.6], [2.0, 1.3, 1.6], [0.8, 0.4, -0.1], [0.2, 0.1, 0.7]],
  "smiles": "C[C@@]1(c2ccccc2)C[C@]1(C=O)N=O",
  "e_tot_ev": -17165.5156,
  "de_lowest_ev": 6.2478,
  "total_charge": 0,
  "multiplicity": 1,
  "orbital_gap_ev": 8.70,
  "fmax_ha_per_bohr": 0.08912
}

{
  "formula": "C2H5F2N2P",
  "method": "wB97M-V/def2-TZVPD",
  "symbols": ["C", "C", "N", "N", "F", "F", "P", "H", "H", "H", "H", "H"],
  "positions_angstrom": [[2.91941, 0.50735, -0.00890], [-2.00740, -0.13774, -0.12921], [1.79773, 1.06079, 0.09522], [-0.76762, 0.50152, 0.24805], [0.92412, -1.23816, -1.15928], [1.03926, -1.28581, 1.08725], [0.61064, -0.17377, 0.03737], [3.71706, 1.20485, -0.08876], [3.10969, -0.63552, -0.33611], [-2.17835, -1.12835, 0.31200], [-2.22412, -0.25298, -1.17216], [-2.84505, 0.30431, 0.35726]],
  "atomic_forces_ev_per_a": [[1.4, -1.9, -2.1], [-0.6, -1.4, 1.4], [-1.6, -2.0, 0.4], [1.5, -1.1, -1.3], [-0.4, 1.7, 0.5], [0.1, 0.7, 0.2], [-1.7, 0.1, 0.3], [1.3, 0.1, 0.3], [-0.3, 2.5, 1.2], [0.7, -0.4, -0.2], [0.2, 0.3, -0.7], [-0.6, 1.4, 0.0]],
  "e_tot_ev": -19859.4203,
  "de_lowest_ev": 0.7496,
  "total_charge": 0,
  "multiplicity": 1,
  "orbital_gap_ev": 9.53,
  "fmax_ha_per_bohr": 0.06147
}

{
  "formula": "C2H4N2O",
  "method": "wB97M-V/def2-TZVPD",
  "symbols": ["C", "C", "H", "H", "H", "H", "N", "N", "O"],
  "positions_angstrom": [[0.78880, -0.52571, -0.39258], [-1.19488, 0.71280, 0.74920], [1.12585, -1.25748, -2.29230], [1.70457, -0.67465, 0.17390], [0.54660, 0.50032, 1.16370], [-2.21934, 0.03434, 0.17011], [0.50402, -0.72368, -1.60832], [0.09448, 0.38771, 0.37739], [-1.35009, 1.54634, 1.65890]],
  "atomic_forces_ev_per_a": [[0.3, 0.7, -2.1], [-3.6, 0.1, 0.1], [-0.8, 0.7, 2.1], [0.5, -1.0, -0.4], [3.4, 1.4, 4.9], [3.3, 2.2, 1.6], [0.3, -0.9, -0.9], [-3.4, -0.8, -2.8], [0.0, -2.4, -2.6]],
  "e_tot_ev": -7164.4406,
  "de_lowest_ev": 2.0391,
  "total_charge": 0,
  "multiplicity": 1,
  "orbital_gap_ev": 10.92,
  "fmax_ha_per_bohr": 0.11934
}